{
  "formula": "C31H45ClF2N2O8Si",
  "method": "ωB97M-V/def2-TZVPD",
  "elements": ["C", "C", "C", "C", "F", "F", "C", "C", "Si", "C", "C", "C", "C", "C", "C", "C", "C", "C", "C", "C", "C", "O", "N", "C", "C", "C", "O", "N", "O", "C", "C", "C", "O", "C", "C", "C", "C", "C", "C", "C", "H", "H", "H", "H", "H", "H", "H", "H", "H", "H", "H", "H", "H", "H", "H", "H", "H", "H", "H", "H", "H", "H", "H", "H", "H", "H", "H", "H", "H", "H", "H", "H", "H", "H", "H", "H", "H", "H", "H", "H", "H", "H", "H", "H", "H", "O", "Cl", "O", "O", "O"],
  "coordinates": [[0.5983, 2.4129, 4.5146], [-0.5313, 2.0867, 3.3462], [0.1000, 1.4819, 1.9524], [1.4529, 0.5718, 2.1178], [1.3852, -0.3960, 3.2768], [2.6977, 1.3831, 2.3967], [1.8470, -0.2960, 0.7430], [3.4246, -0.8096, 0.9561], [3.7836, -2.5062, 0.0882], [5.4581, -3.1670, 0.8748], [2.4562, -3.8743, 0.5194], [4.1214, -2.3726, -1.8080], [5.5728, -1.6606, -2.2364], [5.9386, -1.5192, -3.8384], [4.9143, -2.0941, -5.0054], [3.5030, -2.7980, -4.5422], [3.0578, -2.9588, -2.9467], [0.3761, 2.5385, 0.6853], [0.1834, 4.1478, 0.9538], [-1.1186, 4.8016, 0.1321], [-0.6096, 5.6429, -1.1798], [-1.6300, 6.6699, -1.4721], [-0.2014, 1.9877, -0.6365], [-1.0946, 0.9798, -0.3744], [-1.2617, 0.7793, 1.2791], [-2.7057, 1.5996, 1.4890], [-3.6356, 1.3904, 0.3327], [-4.7969, 2.0579, 0.6212], [-5.3751, 2.0799, -0.4751], [-1.4361, -0.8455, 1.3763], [-2.8794, -1.3746, 1.9363], [-2.5888, -2.8991, 2.5624], [-3.8189, -1.6027, 0.8084], [-5.1438, -2.0301, 1.2828], [-6.1636, -1.9303, -0.0392], [-5.9126, -2.8484, -1.4141], [-6.9283, -2.7712, -2.7406], [-8.2786, -1.7893, -2.7736], [-8.5325, -0.8996, -1.3911], [-7.5055, -0.9615, -0.0808], [1.0179, 1.4531, 5.0368], [1.4675, 3.0202, 3.9668], [0.1599, 3.1736, 5.3152], [-1.1162, 3.1169, 3.1964], [-1.2326, 1.2484, 3.8270], [1.2180, -1.2887, 0.6448], [1.8665, 0.3630, -0.2237], [4.1597, -0.0048, 0.4931], [3.6667, -0.9788, 2.1053], [5.7344, -4.2318, 0.4743], [5.2868, -3.1491, 2.0380], [6.2638, -2.3400, 0.6208], [1.5887, -3.9403, -0.2803], [2.0503, -3.6861, 1.6198], [3.0475, -4.8859, 0.5618], [6.2960, -1.2811, -1.3693], [6.9437, -0.9915, -4.1423], [5.2236, -1.9960, -6.1506], [2.7589, -3.1943, -5.3613], [2.0458, -3.4625, -2.5984], [1.5384, 2.4940, 0.4131], [0.1808, 4.4659, 2.0805], [1.1307, 4.6913, 0.4706], [-1.6574, 5.5498, 0.8893], [-1.8753, 3.9906, -0.2439], [-0.4821, 4.8436, -2.0564], [0.4154, 6.2151, -0.9759], [-1.9378, 6.4731, -2.4049], [0.0470, 2.2823, -1.6289], [-1.6937, 0.3561, -1.1628], [-3.2031, 1.3901, 2.5270], [-2.4778, 2.7715, 1.4723], [-1.3173, -1.3036, 0.2799], [-0.6039, -1.3925, 2.0205], [-3.3335, -0.7639, 2.8241], [-2.5407, -3.6485, 1.6420], [-1.6026, -2.9465, 3.1915], [-3.5037, -3.2241, 3.2286], [-5.2020, -3.1601, 1.6217], [-5.5280, -1.2671, 2.0826], [-5.0185, -3.6154, -1.5267], [-6.7506, -3.4070, -3.7258], [-8.9999, -1.7200, -3.7198], [-9.4935, -0.2053, -1.4075], [-7.7929, -0.3031, 0.8445], [10.3240, 1.5503, -3.4745], [8.9066, 1.2566, -3.5601], [8.6617, 0.3806, -4.6894], [8.1668, 2.4910, -3.7369], [8.4735, 0.6042, -2.3397]],
  "lowdin_charge": [-0.111, -0.171, -0.158, -0.209, -0.035, -0.034, -0.117, -0.254, 0.503, -0.224, -0.231, -0.236, -0.033, -0.010, -0.058, -0.093, -0.085, -0.167, -0.108, -0.173, -0.248, -0.122, 0.118, 0.113, -0.201, -0.098, -0.155, 0.017, 0.029, -0.068, -0.319, -0.067, -0.214, -0.174, -0.099, -0.021, -0.068, -0.068, -0.068, -0.036, 0.090, 0.092, 0.095, 0.124, 0.140, 0.102, 0.121, 0.108, 0.102, 0.058, 0.044, 0.045, 0.032, 0.049, 0.051, 0.090, 0.068, 0.094, 0.067, 0.061, 0.164, 0.121, 0.128, 0.137, 0.096, 0.129, 0.140, 0.108, 0.202, 0.191, 0.138, 0.127, 0.144, 0.123, 0.146, 0.113, 0.088, 0.086, 0.137, 0.135, 0.088, 0.081, 0.091, 0.083, 0.081, -0.378, 0.627, -0.407, -0.392, -0.408],
  "orbital_gap_ev": 4.484,
  "homo_ev": -7.5,
  "mol_weight_g_mol": 675.242,
  "e_lumo_ev": -3.0
}

---

{
  "formula": "C31H45ClF5PPt",
  "method": "ωB97M-V/def2-TZVPD",
  "elements": ["Pt", "P", "Cl", "C", "H", "H", "C", "C", "C", "H", "C", "H", "H", "C", "H", "H", "C", "H", "H", "C", "H", "H", "H", "H", "C", "C", "H", "C", "H", "H", "C", "H", "H", "C", "H", "H", "C", "H", "H", "H", "H", "C", "H", "C", "H", "H", "C", "H", "H", "C", "H", "H", "C", "H", "H", "H", "H", "C", "C", "H", "C", "H", "C", "H", "H", "C", "H", "H", "C", "H", "H", "H", "H", "F", "C", "C", "C", "F", "C", "F", "C", "F", "C", "F"],
  "coordinates": [[0.5628, 0.2194, 1.8054], [0.0027, 0.5467, -0.5812], [1.0183, 2.5209, 1.8863], [-1.8163, -0.1899, 0.9515], [-2.9332, -0.2037, 0.9972], [-1.7426, 0.8647, 1.4324], [1.8581, 0.7910, -0.9609], [-0.8592, 2.1931, -0.9031], [2.3455, 0.8866, -2.4098], [2.0367, 1.7592, -0.4607], [3.8340, 1.2667, -2.4429], [2.2203, -0.0845, -2.9097], [1.7707, 1.6236, -2.9873], [4.7132, 0.3347, -1.5988], [4.1863, 1.2685, -3.4785], [3.9426, 2.2942, -2.0657], [4.1589, 0.1097, -0.1914], [4.7971, -0.6360, -2.1063], [5.7273, 0.7418, -1.5285], [2.6726, -0.2694, -0.2137], [4.7230, -0.6674, 0.3319], [4.2604, 1.0334, 0.3979], [2.5377, -1.2513, -0.6966], [2.3352, -0.3750, 0.8474], [-0.6519, -0.5330, -1.9977], [-2.3469, 2.0347, -1.2297], [-0.7704, 2.6600, 0.0951], [-3.0436, 3.3913, -1.1081], [-2.4782, 1.6765, -2.2623], [-2.8019, 1.2879, -0.5742], [-2.3971, 4.4396, -2.0193], [-4.1017, 3.2863, -1.3450], [-2.9730, 3.7284, -0.0614], [-0.8704, 4.5117, -1.8837], [-2.6494, 4.2020, -3.0667], [-2.8255, 5.4233, -1.8159], [-0.1797, 3.1425, -1.8976], [-0.4552, 5.1321, -2.6793], [-0.6208, 5.0022, -0.9290], [-0.2323, 2.7239, -2.9171], [0.8820, 3.2655, -1.6559], [0.0770, -1.8743, -2.1053], [-1.6805, -0.7126, -1.6406], [-0.6571, -2.8164, -3.0692], [1.0991, -1.6976, -2.4859], [0.1795, -2.3588, -1.1352], [-0.8867, -2.2028, -4.4537], [-0.0886, -3.7460, -3.1659], [-1.6302, -3.0790, -2.6274], [-1.4685, -0.7879, -4.3758], [0.0670, -2.1719, -5.0009], [-1.5579, -2.8424, -5.0368], [-0.7158, 0.1112, -3.3878], [-1.4580, -0.3225, -5.3673], [-2.5209, -0.8462, -4.0642], [0.3090, 0.2706, -3.7584], [-1.1914, 1.0949, -3.3728], [-0.1793, -1.9232, 1.4466], [-1.7122, -1.6857, 1.1038], [0.3648, -2.1189, 0.5414], [-2.6392, -2.4278, 2.1667], [-2.0793, -2.0152, 0.0720], [-1.9785, -2.7891, 3.4959], [-3.5320, -1.7377, 2.4101], [-3.1717, -3.3995, 1.7620], [-0.7636, -3.7039, 3.2940], [-1.6851, -1.8966, 4.0073], [-2.7044, -3.3503, 4.1504], [0.2799, -2.9858, 2.4306], [-0.3140, -3.9509, 4.2706], [-1.0615, -4.6506, 2.8463], [1.0876, -2.5678, 3.1037], [0.8047, -3.7789, 1.8682], [2.7452, -0.8789, 3.6467], [1.7069, -0.4936, 4.4223], [0.5110, -0.0526, 3.8457], [-0.5667, 0.2701, 4.6729], [-1.7689, 0.6193, 4.1764], [-0.4132, 0.2631, 6.0598], [-1.3865, 0.6334, 6.8476], [0.8365, -0.1185, 6.6442], [0.9944, -0.0815, 7.9234], [1.8663, -0.5030, 5.7727], [3.0472, -0.8461, 6.2991]],
  "lowdin_charge": [0.808, 1.009, 0.015, -0.195, 0.081, 0.095, -0.443, -0.432, -0.209, 0.059, -0.189, 0.098, 0.094, -0.199, 0.109, 0.118, -0.187, 0.113, 0.109, -0.240, 0.113, 0.123, 0.117, 0.042, -0.384, -0.212, 0.041, -0.190, 0.104, 0.081, -0.199, 0.108, 0.120, -0.188, 0.115, 0.106, -0.202, 0.109, 0.120, 0.101, 0.104, -0.205, 0.100, -0.189, 0.105, 0.079, -0.200, 0.111, 0.115, -0.188, 0.115, 0.108, -0.203, 0.112, 0.117, 0.102, 0.074, -0.225, -0.339, 0.035, -0.148, 0.144, -0.210, 0.124, 0.143, -0.191, 0.076, 0.129, -0.202, 0.114, 0.105, 0.101, 0.117, 0.053, -0.277, -0.209, -0.255, 0.066, -0.155, 0.136, -0.149, 0.164, -0.154, 0.109],
  "orbital_gap_ev": [5.806, 5.683],
  "homo_ev": [-5.3, -8.5],
  "mol_weight_g_mol": 774.196,
  "spin_multiplicity": 5,
  "s2": 6.016,
  "e_lumo_ev": [0.5, -2.8]
}